No. 1
17
Properties=species:S:1:pos:R:3:lowdin_charge:R:1 method="wB97M-V/def2-TZVPD" total_energy_ev=-8421.431 total_charge=+1 relative_energy_ev=1.7227 orbital_gap_ev="9.18 / 6.85" multiplicity=2 s2=0.7853
H 2.712 -0.564 -0.127 0.097
H 0.591 -1.436 2.738 0.107
H -1.109 2.395 -1.288 0.136
C -1.700 1.481 -1.302 -0.212
C -1.180 0.537 -0.235 0.086
H 0.794 0.446 -1.073 0.142
O -1.682 0.869 -2.580 -0.013
C 0.141 0.157 -0.262 0.008
H -1.920 0.090 0.416 0.138
C 2.121 -1.130 0.586 -0.014
H 2.701 -1.216 1.496 0.098
H -0.699 -0.218 2.451 0.103
C 0.142 -0.751 2.028 0.228
C 0.779 -0.514 0.820 -0.243
H 1.974 -2.100 0.108 0.120
H -2.741 1.668 -1.085 0.128
H -0.924 0.285 -2.688 0.090

---

No. 2
18
Properties=species:S:1:pos:R:3:lowdin_charge:R:1 method="wB97M-V/def2-TZVPD" total_energy_ev=-10469.031 total_charge=0 relative_energy_ev=10.1389 orbital_gap_ev=9.01 multiplicity=1
C -1.234 0.872 0.069 -0.398
H 0.532 -1.938 0.811 0.101
H 2.609 -1.356 0.496 0.121
H -0.944 -1.953 -1.101 0.151
H -0.494 2.951 0.831 0.187
C 2.468 -0.244 -0.121 -0.210
H -1.972 -1.731 0.258 0.061
O -1.552 0.058 -0.847 -0.015
O 1.204 -0.095 -0.606 -0.225
C 0.264 0.305 0.449 -0.320
C -0.127 1.810 0.312 -0.026
C -1.264 -1.252 -0.265 -0.151
C -0.241 -1.105 0.893 -0.103
H -0.863 -1.468 2.000 0.189
H 0.470 1.910 -0.660 0.135
H 3.290 0.131 -1.112 0.162
H 2.830 0.500 0.884 0.133
H -1.868 0.925 1.195 0.210